Record 1
65
Properties=species:S:1:pos:R:3:lowdin_charge:R:1 method="wB97M-V/def2-TZVPD" total_energy_ev=-79153.7326 max_force_ev_per_a=9.61 total_charge=-1
C -1.3253 -3.4934 6.6240 -0.331
Al -2.4849 -2.0381 5.7601 -0.226
I -1.8879 0.3990 6.4393 0.304
P -4.7208 -2.6318 6.1737 0.563
O -5.6300 -1.3576 5.9138 -0.483
O -5.0691 -3.9331 5.0155 -0.314
O -4.8807 -3.3261 7.7670 -0.308
H -1.9558 -4.4964 6.6869 0.009
H -0.3246 -3.6887 6.0356 0.002
H -1.0197 -3.2497 7.7490 0.005
H -2.2894 -2.1574 4.1900 -0.098
H -4.2859 -3.9437 4.3715 0.045
H -4.1643 -3.0012 8.3953 0.067
O -3.0398 -1.1039 0.4914 -0.228
P -2.4671 0.3280 0.3545 0.758
O -3.6474 1.0368 1.2773 -0.234
C -3.5595 0.9180 2.6828 -0.302
C -2.5284 1.8778 3.2411 -0.140
O -3.2037 0.5977 -1.1160 -0.257
C -3.3379 -0.4652 -2.0489 -0.312
C -4.7603 -0.9996 -2.0218 -0.078
O -1.8272 1.9280 0.2015 -0.221
C -1.0072 2.2158 -0.9203 -0.302
C -1.7591 3.1200 -1.8860 -0.066
H -3.3286 -0.1146 2.9637 0.082
H -4.5447 1.1618 3.0923 0.127
H -1.5212 1.5947 2.9180 0.066
H -2.5506 1.8775 4.3347 -0.065
H -2.7088 2.8958 2.8812 0.076
H -2.6075 -1.2562 -1.8606 0.103
H -3.1228 -0.0642 -3.0421 0.108
H -5.0610 -1.3043 -1.0144 0.076
H -4.8678 -1.8574 -2.6928 0.073
H -5.4635 -0.2198 -2.3331 0.075
H -0.6713 1.2963 -1.4123 0.111
H -0.1211 2.7403 -0.5497 0.091
H -2.5538 2.5811 -2.4056 0.065
H -1.0823 3.5267 -2.6436 0.071
H -2.2382 3.9481 -1.3521 0.085
O 2.1762 0.2101 -2.8623 -0.234
P 3.6211 0.1053 -3.4087 0.750
O 4.1152 -1.0021 -2.2788 -0.231
C 3.7350 -2.3519 -2.4539 -0.310
C 4.5956 -3.0219 -3.5059 -0.093
O 4.1467 1.4526 -2.5804 -0.252
C 3.2764 2.5612 -2.4019 -0.302
C 2.7138 2.5539 -0.9902 -0.074
O 5.2356 -0.0118 -4.0192 -0.227
C 5.7491 1.0804 -4.7655 -0.303
C 6.8018 1.8115 -3.9454 -0.069
H 2.6736 -2.4177 -2.7137 0.108
H 3.8741 -2.8566 -1.4928 0.122
H 4.4020 -2.5932 -4.4947 0.064
H 4.3881 -4.0949 -3.5506 0.076
H 5.6588 -2.8730 -3.2919 0.082
H 2.4812 2.5691 -3.1517 0.103
H 3.8628 3.4708 -2.5511 0.113
H 2.2173 1.6070 -0.7553 0.074
H 1.9960 3.3683 -0.8520 0.069
H 3.5219 2.6702 -0.2602 0.082
H 4.9471 1.7567 -5.0815 0.111
H 6.2145 0.6687 -5.6665 0.113
H 6.3526 2.3772 -3.1268 0.066
H 7.3599 2.5158 -4.5697 0.077
H 7.5028 1.1032 -3.4901 0.086



Record 2
59
Properties=species:S:1:pos:R:3:lowdin_charge:R:1 method="wB97M-V/def2-TZVPD" total_energy_ev=-41069.6559 max_force_ev_per_a=2.00 total_charge=+1
C 3.8114 -0.8156 3.1097 -0.023
B 2.5694 0.1382 2.9815 -0.532
O 2.5847 1.4878 2.7323 0.120
P 0.7972 -0.7150 3.1963 1.113
F 0.3506 -1.1058 1.7306 -0.203
H 4.1474 -0.7628 4.1722 0.103
H 3.4875 -1.8630 2.9172 0.071
H 4.6301 -0.5844 2.4068 0.095
H 2.2031 1.9402 3.5102 0.133
H -0.1458 0.1234 3.8397 0.045
H 1.0179 -1.8789 3.9755 0.050
C -1.0937 -4.2836 -2.2432 -0.095
O -0.2657 -4.2172 -1.0894 -0.189
C -0.7295 -3.2801 -0.1345 -0.223
C -1.4393 -3.9682 1.0192 -0.218
O -2.6516 -4.5663 0.6008 -0.182
C -2.5401 -5.9732 0.4295 -0.096
H -0.7932 -5.1545 -2.8236 0.094
H -2.1485 -4.3872 -1.9790 0.087
H -0.9546 -3.3880 -2.8568 0.089
H -1.3822 -2.5350 -0.6013 0.131
H 0.1502 -2.7611 0.2554 0.091
H -1.7005 -3.2133 1.7726 0.111
H -0.7837 -4.7064 1.4940 0.127
H -2.4857 -6.4669 1.4045 0.091
H -1.6651 -6.2402 -0.1672 0.086
H -3.4332 -6.3201 -0.0880 0.094
C 2.7538 -1.1789 -2.3104 -0.103
O 3.6467 -0.3677 -1.5596 -0.202
C 3.9652 0.8552 -2.2195 -0.193
C 3.1896 2.0166 -1.6286 -0.191
O 1.7956 1.8991 -1.8931 -0.174
C 1.0780 1.4227 -0.7749 -0.125
H 2.4021 -1.9840 -1.6644 0.081
H 1.8890 -0.6106 -2.6622 0.086
H 3.2754 -1.6192 -3.1650 0.094
H 3.7867 0.7774 -3.2955 0.130
H 5.0337 1.0340 -2.0672 0.127
H 3.5263 2.9442 -2.1001 0.130
H 3.3763 2.0991 -0.5525 0.121
H 1.0032 2.2096 -0.0167 0.089
H 1.5500 0.5334 -0.3410 0.069
H 0.0725 1.1568 -1.1012 0.086
C -3.6473 5.6919 0.4001 -0.108
O -3.8169 4.8400 -0.7215 -0.187
C -2.6050 4.6099 -1.4261 -0.196
C -2.0265 3.2466 -1.0990 -0.197
O -1.5886 3.1804 0.2597 -0.212
C -2.5080 2.4911 1.0864 -0.117
H -4.5600 5.6535 0.9938 0.091
H -2.8092 5.3755 1.0269 0.081
H -3.4885 6.7225 0.0683 0.092
H -1.8761 5.3995 -1.2200 0.129
H -2.8429 4.6407 -2.4934 0.130
H -1.1463 3.0776 -1.7269 0.116
H -2.7501 2.4541 -1.3141 0.131
H -2.4640 1.4138 0.8832 0.080
H -3.5299 2.8485 0.9436 0.089
H -2.2220 2.6638 2.1259 0.082



Record 3
67
Properties=species:S:1:pos:R:3:lowdin_charge:R:1 method="wB97M-V/def2-TZVPD" total_energy_ev=-219668.0929 max_force_ev_per_a=5.32 total_charge=+1
O -0.3102 1.6160 0.8360 -0.370
V -0.2702 0.1237 0.5495 0.492
O 0.5863 -0.1260 -0.8144 -0.538
C -2.3350 0.0117 -5.0661 -0.027
C -0.9846 -0.6011 -4.7797 -0.307
C 0.1265 0.4205 -4.6060 -0.226
O 1.2335 -0.1887 -4.0455 -0.205
C 2.2516 0.7765 -3.6850 -0.049
N -1.0452 -1.4893 -3.5662 0.259
H -1.8278 -2.1090 -3.7198 0.169
H -0.1546 -1.9508 -3.4475 0.157
H -1.1468 -0.8647 -2.7791 0.135
H -3.1122 -0.7512 -5.0209 0.091
H -2.4346 0.5110 -6.0299 0.104
H -2.5681 0.7771 -4.3258 0.093
H -0.7060 -1.2645 -5.5984 0.160
H -0.0920 1.1937 -3.8694 0.128
H 0.4028 1.0143 -5.4772 0.147
H 2.9053 0.7990 -4.5570 0.095
H 2.7217 0.5464 -2.7289 0.095
H 1.9004 1.8084 -3.6892 0.089
C -2.6532 5.7247 -0.1658 -0.065
C -2.0401 4.7484 0.7841 -0.237
C -1.6009 5.3368 2.1443 -0.164
O -1.2604 4.3282 3.1089 -0.221
C -0.3936 4.7459 4.2068 -0.033
N -3.2197 3.7525 1.1696 0.232
H -3.4365 2.9605 0.5815 0.157
H -2.9732 3.2969 2.0366 0.082
H -4.1276 4.1487 1.3668 0.161
H -1.9410 6.5103 -0.4184 0.098
H -3.5821 6.2079 0.1373 0.092
H -2.9629 5.3119 -1.1258 0.087
H -1.3290 4.1293 0.2371 0.141
H -2.4382 5.8321 2.6361 0.138
H -0.8034 6.0699 2.0233 0.136
H -0.6799 4.1828 5.0951 0.098
H -0.4931 5.8239 4.3339 0.082
H 0.6129 4.6266 3.8058 0.096
C 1.6278 -5.6918 -0.9448 -0.049
C 2.1400 -4.8548 0.1733 -0.299
C 3.4953 -5.4178 0.5461 -0.214
O 3.8954 -4.7562 1.7092 -0.187
C 5.0435 -5.1088 2.5164 -0.062
N 2.2775 -3.3413 -0.2581 0.246
H 2.6918 -2.7507 0.4487 0.076
H 2.8933 -3.3038 -1.0578 0.152
H 1.3569 -3.0063 -0.5039 0.033
H 2.2026 -5.5339 -1.8574 0.092
H 0.5794 -5.3948 -0.9705 0.081
H 1.8312 -6.7476 -0.7660 0.099
H 1.4958 -4.8482 1.0526 0.152
H 4.2121 -5.1909 -0.2432 0.135
H 3.4882 -6.4931 0.7239 0.140
H 5.1619 -4.5662 3.4543 0.094
H 6.0309 -5.1305 2.0551 0.083
H 4.9635 -6.1513 2.8246 0.082
C -1.3980 0.4729 4.8525 -0.626
F -2.0844 1.0503 5.8761 0.109
F -0.3756 1.1985 4.5466 0.157
F -0.9642 -0.7515 5.2670 0.124
S -2.6061 0.3745 3.3682 0.514
O -3.5805 -0.6275 3.8615 -0.307
O -3.2703 1.6184 3.1514 -0.318
O -1.8322 -0.0194 2.1992 -0.469
Br 2.0944 -0.2991 1.9112 -0.019
Br -1.1891 -2.7199 0.5270 -0.189